The following is a quantum chemistry calculation of a molecular structure, C33H38ClHoN6O8S at a distorted geometry, from the Open Molecules 2025 dataset.

```
! wB97M-V def2-TZVPD RIJCOSX def2/J DEFGRID3
* xyz 0 5
Ho -0.376 -0.964 0.211
O -2.519 -0.628 -0.122
C -3.314 -1.351 -0.896
C -4.571 -1.805 -0.435
C -5.287 -2.739 -1.150
C -4.796 -3.227 -2.368
C -3.609 -2.750 -2.900
C -2.913 -1.713 -2.240
C -1.753 -1.120 -2.851
N -0.749 -0.676 -2.119
N 0.399 -0.241 -2.681
C 1.478 -0.728 -2.046
O 1.450 -1.617 -1.113
C 2.800 -0.166 -2.402
C 3.981 -0.840 -2.027
C 5.224 -0.231 -2.160
C 5.302 1.064 -2.647
C 4.149 1.767 -3.019
C 2.915 1.115 -2.959
H -4.928 -1.471 0.530
H -6.233 -3.093 -0.791
H -5.369 -3.965 -2.915
H -3.194 -3.165 -3.818
H -1.663 -1.134 -3.934
H 3.874 -1.821 -1.586
H 6.139 -0.748 -1.924
H 6.252 1.540 -2.786
H 4.233 2.781 -3.375
H 2.019 1.583 -3.340
Cl 0.735 -3.007 4.383
C 0.520 -1.248 4.151
C 0.311 -0.858 2.720
O -0.823 -0.309 2.344
O 1.247 -1.121 1.862
H 1.477 -0.797 4.428
H -0.296 -0.904 4.809
C 2.257 -4.197 0.519
N 1.325 -5.311 0.127
C 1.051 -6.208 1.330
C 0.030 -4.815 -0.570
C -1.152 -4.501 0.303
C -2.179 -5.460 0.501
C -3.149 -5.290 1.474
C -3.180 -4.076 2.129
C -2.249 -3.073 1.816
C -1.306 -3.236 0.816
H 3.167 -4.657 0.929
H 1.752 -3.635 1.312
H 2.463 -3.589 -0.356
H 1.788 -5.865 -0.590
H 0.628 -5.578 2.135
H 2.031 -6.632 1.651
H 0.353 -7.013 1.028
H -0.177 -5.651 -1.254
H 0.363 -3.946 -1.140
H -2.160 -6.417 -0.042
H -3.833 -6.093 1.699
H -3.925 -3.880 2.866
H -2.378 -2.113 2.310
C -2.040 8.937 0.133
C -1.341 7.634 -0.082
S 0.259 7.451 0.820
O 1.174 8.415 0.291
O 0.000 7.453 2.224
C 0.843 5.804 0.308
C 0.513 4.696 1.279
N 0.967 3.361 0.751
C 0.141 2.329 0.354
N 0.783 1.174 0.250
C 2.101 1.411 0.583
C 2.267 2.747 0.947
N 3.380 3.398 1.402
O 3.300 4.596 1.778
O 4.384 2.656 1.371
C -1.297 2.508 0.111
H -3.038 8.940 -0.361
H -1.453 9.789 -0.256
H -2.227 9.117 1.222
H -1.044 7.508 -1.162
H -1.960 6.750 0.185
H 1.938 5.926 0.242
H 0.469 5.604 -0.714
H -0.552 4.613 1.520
H 1.009 4.824 2.241
H 2.810 0.593 0.596
H -1.867 2.395 1.074
H -1.617 1.711 -0.588
H -1.534 3.487 -0.349
*
```

Summary:
expectation value of S² = 6.004
HOMO-LUMO gap (spin up / spin down) = 6.05 / 6.05 eV

=====

The following is a quantum chemistry calculation of 2 unconnected molecules or ions with the total composition C2H8S4 at a distorted geometry, from the Open Molecules 2025 dataset.

```
! wB97M-V def2-TZVPD RIJCOSX def2/J DEFGRID3
* xyz 0 1
C -0.332 -0.952 -2.092
S -1.886 -0.709 -1.343
S -2.165 1.268 -0.997
H -0.517 -0.642 -3.131
H 0.002 -2.063 -2.021
H 0.540 -0.378 -1.822
H -1.523 1.337 0.206
C 1.333 1.101 1.681
S 0.456 0.078 2.829
S -0.540 -1.430 1.794
H 0.973 2.086 1.541
H 1.507 0.808 0.588
H 2.305 1.233 2.225
H -0.153 -1.737 0.541
*
```

Summary:
relative energy (zero: lowest compared OMol25 entry of this formula, charge and spin) = 1.4991 eV
SMILES string = CSS.CSS
HOMO-LUMO gap = 8.31 eV

=====

The following is a quantum chemistry calculation of 2 unconnected molecules or ions with the total composition CH2N3O3 at a distorted geometry, from the Open Molecules 2025 dataset.

```
! wB97M-V def2-TZVPD RIJCOSX def2/J DEFGRID3
* xyz -1 1
C 0.060 -0.341 -0.011
N 1.571 -1.074 1.093
N 0.614 0.715 -0.309
N -1.118 -0.958 -0.152
O -1.691 -1.977 0.369
O 1.751 -0.346 2.023
O 0.079 1.610 -1.431
H -1.775 -0.161 -0.394
H 0.508 2.533 -1.188
*
```

Summary:
relative energy (zero: lowest compared OMol25 entry of this formula, charge and spin) = 8.0914 eV
HOMO-LUMO gap (spin up / spin down) = 5.58 / 6.05 eV

=====

The following is a quantum chemistry calculation of a molecular structure, C3H5O5Pr at a distorted geometry, from the Open Molecules 2025 dataset.

```
! wB97M-V def2-TZVPD RIJCOSX def2/J DEFGRID3
* xyz 1 4
O 1.080 1.810 0.870
C 1.323 0.735 1.549
C 2.204 -0.465 0.596
O 1.568 -1.632 0.645
H -2.267 0.108 -3.100
H 0.484 0.178 2.001
H 2.216 1.398 1.987
H 3.193 -0.466 1.083
H 2.251 0.020 -0.394
Pr -0.559 -2.090 -0.102
O -2.269 -0.490 -0.324
C -2.927 0.132 -1.238
O -4.144 0.172 -1.331
O -2.154 0.591 -2.240
*
```

Summary:
relative energy (zero: lowest compared OMol25 entry of this formula, charge and spin) = 1.6571 eV
expectation value of S² = 3.776
HOMO-LUMO gap (spin up / spin down) = 5.11 / 6.22 eV